*1*
The following is a DFT calculation (ωB97M-V/def2-TZVPD) of a single C6H7N2OP molecule.

Results
Lowest unoccupied orbital energy ... -0.0140 hartree
Kohn-Sham gap ... 8.13 eV
SMILES ... C/N=P/N=C/c1ccco1

```
! wB97M-V def2-TZVPD RIJCOSX def2/J DEFGRID3
* xyz 0 1
C 3.53 0.93 -0.02
C 2.17 0.57 0.18
C 4.21 -0.23 -0.25
C 2.14 -0.81 0.09
C 0.91 -1.62 0.02
C -3.66 0.55 -0.29
N -0.22 -1.01 0.21
N -2.32 0.02 -0.13
O 3.39 -1.29 -0.17
P -1.87 -1.46 0.02
H 3.85 1.85 -0.24
H 1.22 1.26 0.23
H 5.30 -0.25 -0.45
H 1.13 -2.68 0.04
H -3.63 1.21 0.57
H -4.51 -0.13 -0.57
H -3.64 1.42 -1.09
*
```

=====

*2*
The following is a DFT calculation (ωB97M-V/def2-TZVPD) of a single C6H7N2OP molecule.

Results
Lowest unoccupied orbital energy (spin up / spin down) ... -0.0322 / -0.0322 hartree
Kohn-Sham gap (spin up / spin down) ... 5.43 / 5.44 eV

```
! wB97M-V def2-TZVPD RIJCOSX def2/J DEFGRID3
* xyz 0 1
C 1.27 2.09 0.39
C 0.08 2.48 0.20
C 1.43 0.68 0.11
C -1.06 0.71 0.01
C -2.42 0.08 0.04
C -0.08 -1.36 -0.52
N -1.16 2.03 0.17
N 0.06 0.04 -0.13
O 2.57 0.11 0.17
P 3.46 -1.30 0.63
H -2.79 0.12 -0.99
H -3.16 0.65 0.67
H -2.39 -1.02 0.42
H 0.94 -1.74 -0.48
H -0.81 -1.81 0.18
H -0.51 -1.31 -1.55
H 4.59 -0.45 0.68
*
```

=====

Most favorable first, least favorable last: *1*, *2*

=====

*1*
The following is a DFT calculation (ωB97M-V/def2-TZVPD) of a single C5H5F3N2 molecule.

Results
Lowest unoccupied orbital energy (spin up / spin down) ... 0.0224 / 0.0224 hartree
Kohn-Sham gap (spin up / spin down) ... 8.77 / 8.77 eV

```
! wB97M-V def2-TZVPD RIJCOSX def2/J DEFGRID3
* xyz 0 1
C 0.64 0.97 -0.32
C -0.35 2.00 -0.61
C 0.35 -0.32 0.10
C 1.51 -1.25 0.38
C -1.00 -1.02 0.01
N -1.44 1.87 -0.01
N -2.36 1.38 0.42
F -0.99 -2.26 -0.37
F -1.58 -0.90 1.22
F -1.87 -0.39 -0.92
H 1.69 1.29 -0.48
H -0.03 3.04 -0.87
H 2.51 -0.63 0.34
H 1.56 -2.23 -0.25
H 1.37 -1.55 1.36
*
```

=====

*2*
The following is a DFT calculation (ωB97M-V/def2-TZVPD) of a single C5H5F3N2 molecule.

Results
Lowest unoccupied orbital energy (spin up / spin down) ... -0.0214 / -0.0213 hartree
Kohn-Sham gap (spin up / spin down) ... 7.90 / 7.91 eV

```
! wB97M-V def2-TZVPD RIJCOSX def2/J DEFGRID3
* xyz 0 1
C -0.52 0.81 -0.88
C -0.90 -0.02 -1.95
C -0.06 0.17 0.27
C -0.42 0.54 1.68
C 1.33 -0.47 0.28
N -0.73 -1.32 -1.75
N -0.43 -1.80 -0.74
F 2.17 0.45 0.93
F 1.31 -1.52 1.10
F 1.96 -0.81 -0.81
H -0.74 1.77 -0.99
H -1.30 0.29 -2.96
H -1.25 1.22 1.56
H 0.45 0.95 2.21
H -0.87 -0.26 2.06
*
```

=====

*3*
The following is a DFT calculation (ωB97M-V/def2-TZVPD) of a single C5H5F3N2 molecule.

Results
Lowest unoccupied orbital energy ... 0.0293 hartree
Kohn-Sham gap ... 10.25 eV
SMILES ... FC[C@]1(F)N=CCC(F)=N1

```
! wB97M-V def2-TZVPD RIJCOSX def2/J DEFGRID3
* xyz 0 1
C 0.98 -1.31 -0.45
C -1.44 -0.65 -0.41
C -0.47 -1.71 -0.82
C 0.16 0.69 0.78
C 0.55 2.15 0.64
N 1.41 -0.28 0.09
N -1.10 0.41 0.17
F -2.74 -0.75 -0.72
F 0.17 0.32 2.09
F 0.67 2.41 -0.71
H 1.90 -1.90 -0.78
H -0.56 -1.75 -1.82
H -0.75 -2.56 -0.22
H 1.46 2.32 1.01
H -0.24 2.60 1.16
*
```

=====

Most favorable first, least favorable last: *3*, *1*, *2*

=====

*1*
The following is a DFT calculation (ωB97M-V/def2-TZVPD) of 2 unconnected molecules or ions with the total composition CH3F2P.

Results
Lowest unoccupied orbital energy ... 0.0033 hartree
Kohn-Sham gap ... 9.97 eV
SMILES ... [H]/P=C/F.F

```
! wB97M-V def2-TZVPD RIJCOSX def2/J DEFGRID3
* xyz 0 1
C -0.98 0.36 0.08
F -1.66 1.02 -0.87
F 1.74 0.71 -1.67
P -1.58 -1.06 0.72
H -0.06 0.87 0.33
H 0.93 0.42 -2.04
H -0.49 -1.25 1.58
*
```

=====

*2*
The following is a DFT calculation (ωB97M-V/def2-TZVPD) of 2 unconnected molecules or ions with the total composition CH3F2P.

Results
Lowest unoccupied orbital energy (spin up / spin down) ... -0.0559 / -0.0559 hartree
Kohn-Sham gap (spin up / spin down) ... 9.16 / 9.16 eV

```
! wB97M-V def2-TZVPD RIJCOSX def2/J DEFGRID3
* xyz 0 1
C -0.67 0.28 -0.81
F -0.70 1.45 -1.31
F -2.71 0.10 -0.22
P -0.29 -0.33 0.79
H -0.68 -0.35 -1.60
H 0.79 0.40 1.34
H -1.23 0.48 1.41
*
```

=====

Most favorable first, least favorable last: *1*, *2*

=====

*1*
The following is a DFT calculation (ωB97M-V/def2-TZVPD) of 2 unconnected molecules or ions with the total composition C7H12O.

Results
Lowest unoccupied orbital energy (spin up / spin down) ... 0.1437 / 0.1283 hartree
Kohn-Sham gap (spin up / spin down) ... 4.94 / 4.40 eV
<S²> ... 0.76

```
! wB97M-V def2-TZVPD RIJCOSX def2/J DEFGRID3
* xyz -1 2
C 0.96 0.74 2.20
C 1.48 -0.30 1.20
C 0.74 0.90 0.68
C -0.59 0.47 0.14
C -0.72 -0.70 -0.65
C -1.75 -0.93 -1.54
O -2.05 -2.25 -2.02
C 1.65 1.88 -0.08
H 1.81 0.99 2.85
H 0.05 2.57 2.03
H 0.16 0.30 2.78
H 2.54 -0.31 0.98
H 1.08 -1.27 1.47
H -1.37 1.20 -0.06
H -0.03 -1.51 -0.45
H -2.57 -0.24 -1.64
H -1.28 -2.61 -2.47
H 1.36 2.89 0.24
H 2.69 1.70 0.21
H 1.49 1.74 -1.15
*
```

=====

*2*
The following is a DFT calculation (ωB97M-V/def2-TZVPD) of 2 unconnected molecules or ions with the total composition C7H12O.

Results
Lowest unoccupied orbital energy (spin up / spin down) ... 0.1053 / 0.1050 hartree
Kohn-Sham gap (spin up / spin down) ... 2.84 / 5.59 eV
<S²> ... 0.78

```
! wB97M-V def2-TZVPD RIJCOSX def2/J DEFGRID3
* xyz -1 2
C 1.15 1.81 0.22
C -0.27 1.56 -0.26
C -1.31 2.31 0.24
C 0.34 -0.69 -1.25
C -0.47 0.45 -1.16
C -1.15 -2.21 -2.56
C 0.07 -1.77 -2.18
H 1.34 1.25 1.15
H 1.85 1.48 -0.54
H 1.32 2.87 0.44
H -2.32 2.06 -0.05
H -1.13 3.02 1.04
H 1.29 -0.68 -0.71
H -1.38 0.55 -1.72
H -1.38 -2.93 -3.33
H -2.02 -1.90 -1.98
H 0.98 -2.14 -2.64
H 1.67 -2.12 5.27
H 0.28 -1.45 5.23
O 1.14 -1.47 4.78
*
```

=====

Most favorable first, least favorable last: *2*, *1*